DFT (wB97M-V/def2-TZVPD) results for a molecular structure, C34H32N5OS3Sm.

Each line ends with the Mulliken charge.
Positions of all 76 atoms, in Å:
1 Sm -0.2445 0.6829 -0.0099  0.816
2 C 3.5099 -1.9510 1.3526  -1.376
3 C 2.2032 -1.2140 1.3661  0.298
4 N 1.8388 -0.4344 0.4082  0.315
5 N 2.7034 -0.3225 -0.6998  -0.432
6 C 2.1136 -0.5252 -1.8271  0.202
7 S 0.4606 -0.9862 -2.1609  -0.408
8 S 3.0667 -0.3585 -3.2965  -0.140
9 C 4.6547 0.2503 -2.6865  -1.125
10 C 5.5517 -0.7626 -2.0356  0.965
11 C 5.9671 -1.8944 -2.7320  -0.457
12 C 6.8256 -2.8092 -2.1455  -0.498
13 C 7.2912 -2.5983 -0.8546  -0.516
14 C 6.8888 -1.4696 -0.1581  -0.356
15 C 6.0206 -0.5612 -0.7446  -0.510
16 C 1.2748 -1.4951 2.4859  0.231
17 C 1.7902 -1.8947 3.7272  -0.491
18 C 0.9746 -2.2967 4.7662  -1.012
19 C -0.4017 -2.3712 4.5546  -0.445
20 C -0.9456 -2.0092 3.3446  -0.388
21 C -0.1377 -1.5138 2.2982  0.903
22 O -0.7036 -1.0839 1.2073  -0.635
23 H 4.0610 -1.7695 0.4356  0.151
24 H 3.3184 -3.0181 1.4684  0.380
25 H 4.1259 -1.6446 2.1992  0.364
26 H 4.4853 1.1004 -2.0266  0.370
27 H 5.1355 0.6305 -3.5926  0.525
28 H 5.5992 -2.0649 -3.7366  0.352
29 H 7.1335 -3.6880 -2.6973  0.380
30 H 7.9632 -3.3112 -0.3956  0.380
31 H 7.2445 -1.3001 0.8501  0.403
32 H 5.6849 0.3079 -0.1923  0.201
33 H 2.8607 -1.8827 3.8819  0.293
34 H 1.4051 -2.5791 5.7170  0.419
35 H -1.0518 -2.7189 5.3491  0.452
36 H -2.0123 -2.0564 3.1692  0.460
37 C -0.8560 3.2891 -0.4031  -0.566
38 C 0.3031 3.3145 0.3977  -0.722
39 C 1.3843 2.8453 -0.3771  -0.598
40 C 0.8974 2.5520 -1.6705  -0.378
41 C -0.4818 2.8233 -1.6843  -0.856
42 H -1.8415 3.6235 -0.1086  0.526
43 H 0.3616 3.6694 1.4162  0.554
44 H 2.4143 2.7780 -0.0562  0.508
45 H 1.4812 2.1970 -2.5072  0.570
46 H -1.1334 2.7290 -2.5414  0.567
47 S -2.1986 1.2115 6.7792  -0.145
48 C -1.7266 1.3526 5.0748  0.583
49 C -0.3840 1.2867 4.7396  -1.144
50 C -0.0378 1.3197 3.3978  -0.163
51 N -0.9294 1.4304 2.4158  0.371
52 C -2.2190 1.5094 2.7486  -0.332
53 C -2.6646 1.4667 4.0553  -1.056
54 C -3.4256 2.4998 6.8561  0.024
55 C -3.0595 3.8383 6.8922  -0.129
56 C -4.0593 4.7960 6.9611  -0.350
57 N -5.3559 4.5102 7.0060  -0.571
58 C -5.6952 3.2282 6.9845  -0.348
59 C -4.7772 2.1888 6.9101  -0.045
60 H 0.3815 1.1913 5.4953  0.483
61 H 1.0053 1.2669 3.1043  0.517
62 H -2.9250 1.5855 1.9282  0.429
63 H -3.7228 1.5184 4.2705  0.504
64 H -2.0185 4.1288 6.8642  0.405
65 H -3.7981 5.8479 6.9860  0.355
66 H -6.7564 3.0098 7.0261  0.357
67 H -5.1083 1.1597 6.9011  0.421
68 C -4.0277 -1.9394 -3.2052  -1.166
69 C -3.0232 -0.8017 -3.3593  -0.062
70 C -2.7737 -0.1088 -2.1047  0.259
71 N -2.5310 0.4220 -1.1162  -0.394
72 H -4.1107 -2.4749 -4.1489  0.347
73 H -5.0131 -1.5634 -2.9361  0.336
74 H -3.7024 -2.6417 -2.4407  0.331
75 H -3.3542 -0.0538 -4.0827  0.306
76 H -2.0440 -1.1614 -3.6901  0.199

As for the gap between HOMO and LUMO (spin up / spin down): 0.28281 / 0.28398 Eh. The multiplicity is 6. The molecular weight is 773.23 g mol⁻¹.

***

DFT (wB97M-V/def2-TZVPD) results for 11 unconnected molecules or ions with the total composition H22N2O12.

Each line ends with the Mulliken charge.
Positions of all 36 atoms, in Å:
1 N -22.3647 42.6351 8.5162  -0.133
2 H -21.5925 43.2306 8.6237  -0.023
3 H -23.0436 43.1411 8.4826  0.336
4 H -22.0794 42.0514 9.3282  0.415
5 H -22.2928 42.2782 7.6045  0.345
6 N -18.7767 43.6659 8.0102  0.639
7 O -19.4447 42.6133 7.6272  -0.650
8 O -19.2659 44.4833 8.7283  -0.390
9 O -17.7288 43.9853 7.3994  -0.679
10 O -18.5463 41.4701 4.8092  -0.672
11 H -18.8243 41.9041 5.6733  0.338
12 H -19.1382 40.5168 4.9537  0.331
13 O -15.5085 43.5058 6.1226  -0.665
14 H -15.2188 43.9661 5.4048  0.261
15 H -16.4038 43.6555 6.4236  0.581
16 O -20.4642 44.8301 11.7198  -0.647
17 H -20.7673 43.9232 12.0330  0.276
18 H -19.7668 44.6231 10.9646  0.377
19 O -19.2034 39.7674 9.0090  -0.612
20 H -18.7460 40.7013 8.9687  0.351
21 H -19.9459 39.6226 9.5900  0.255
22 O -19.3403 45.7885 5.5349  -0.642
23 H -18.9427 45.1963 6.2294  0.361
24 H -18.7636 46.3325 5.1260  0.262
25 O -17.3573 45.2897 10.7817  -0.604
26 H -16.5303 45.0585 10.9656  0.302
27 H -17.7442 45.1345 9.9705  0.253
28 O -18.3429 41.8207 10.8678  -0.598
29 H -18.3778 41.7804 11.8576  0.275
30 H -17.7850 42.3840 10.5115  0.305
31 O -20.0680 47.1247 8.5825  -0.641
32 H -19.9889 46.1184 8.7625  0.380
33 H -19.0748 47.4634 8.7416  0.325
34 O -15.2670 43.3132 9.5617  -0.611
35 H -15.6547 43.5583 8.6573  0.316
36 H -14.3275 43.4186 9.4273  0.282

As for the gap between HOMO and LUMO: 0.33296 Eh. The molecular weight is 242.18 g mol⁻¹.

***

DFT (wB97M-V/def2-TZVPD) results for a molecular structure, C5H6O.

Each line ends with the Mulliken charge.
Positions of all 12 atoms, in Å:
1 O -1.2163 -0.4904 -0.6841  -0.466
2 C 0.2843 0.1684 -0.1352  1.072
3 C 1.0295 -0.8004 0.6932  -0.513
4 C 0.3113 0.3777 1.3285  -0.593
5 C 0.4959 0.9200 -1.3400  -0.992
6 C -0.6386 0.4887 -1.8398  -0.193
7 H -1.9737 -0.0033 -0.3030  0.360
8 H 0.5812 -1.7797 0.8296  0.232
9 H 2.1100 -0.7752 0.5929  0.242
10 H -0.5850 0.1545 1.9005  0.241
11 H 0.8844 1.2346 1.6660  0.239
12 H -1.2829 0.5053 -2.7086  0.372

As for the gap between HOMO and LUMO: 0.33838 Eh. The molecular weight is 82.10 g mol⁻¹.

***

DFT (wB97M-V/def2-TZVPD) results for a molecular structure, C19H46Br3F3N4O3PS.

Each line ends with the Mulliken charge.
Positions of all 80 atoms, in Å:
1 C -0.0558 1.4078 -0.7574  0.193
2 C -1.1169 0.9021 -1.7301  -0.550
3 S -2.0531 2.1605 -2.6415  -0.073
4 C -2.3886 3.4866 -1.4827  -0.877
5 P -3.8311 3.2058 -0.4364  0.901
6 N -3.9978 4.5561 0.4804  -0.578
7 Br -3.3744 1.5028 0.8319  -0.099
8 C -5.2617 2.9431 -1.4768  -0.764
9 C -6.5045 2.2603 -0.8721  -1.198
10 C -6.4845 0.7330 -0.9981  0.374
11 F -5.2730 0.2979 -1.4590  -0.287
12 Br -6.8009 -0.0564 0.7539  -0.030
13 C -7.5806 0.2062 -2.0319  0.630
14 F -7.9786 1.2296 -2.8184  -0.214
15 F -6.9825 -0.7206 -2.8254  -0.189
16 Br -9.1269 -0.6287 -1.2287  -0.098
17 H 0.9298 1.3959 -1.2010  0.071
18 H -0.0257 0.7249 0.0855  0.328
19 H -0.2644 2.3847 -0.3459  -0.626
20 H -0.6193 0.3563 -2.5239  0.459
21 H -1.7917 0.1954 -1.2700  0.351
22 H -2.6388 4.3672 -2.0700  0.493
23 H -1.5542 3.7698 -0.8475  0.246
24 H -4.5802 4.4501 1.3026  0.368
25 H -3.0580 4.8446 0.7438  0.269
26 H -4.9268 2.4533 -2.3839  0.408
27 H -5.5606 3.9489 -1.7636  0.516
28 H -7.3583 2.6868 -1.3762  0.456
29 H -6.5940 2.5346 0.1699  0.513
30 C 0.8637 3.9373 1.8840  -1.424
31 C 0.2140 5.2727 2.2286  0.110
32 C 0.2402 5.6230 3.7194  -0.699
33 O -0.7029 4.9138 4.4952  -0.375
34 C -0.2982 3.6242 4.9244  -0.593
35 N -1.1625 5.2912 1.7084  -0.604
36 H 0.2335 3.0918 2.1636  0.207
37 H 1.0414 3.8702 0.8104  0.318
38 H 1.8238 3.8263 2.3873  0.430
39 H 0.7756 6.0525 1.7089  0.402
40 H -0.0285 6.6769 3.8252  0.371
41 H 1.2482 5.5053 4.1330  0.400
42 H 0.7728 3.5925 5.1389  0.299
43 H -0.5439 2.8567 4.1851  0.192
44 H -0.8432 3.3992 5.8394  0.264
45 H -1.5655 6.2164 1.8408  0.255
46 H -1.7063 4.6968 2.3334  0.442
47 C 5.1544 -2.6527 -1.5709  -1.663
48 C 4.5065 -2.2202 -0.2602  0.810
49 C 3.2350 -1.3841 -0.4514  -0.701
50 O 3.4574 -0.0369 -0.8304  -0.388
51 C 3.6799 0.1683 -2.2140  -0.798
52 N 5.5092 -1.5403 0.5638  -0.695
53 H 5.6950 -1.8356 -2.0478  0.370
54 H 5.8737 -3.4505 -1.3901  0.353
55 H 4.4057 -3.0265 -2.2726  0.376
56 H 4.2026 -3.1271 0.2692  0.107
57 H 2.7179 -1.3316 0.5112  0.371
58 H 2.5503 -1.8710 -1.1589  0.374
59 H 3.0928 -0.5271 -2.8215  0.344
60 H 4.7361 0.0717 -2.4715  0.295
61 H 3.3719 1.1878 -2.4494  0.274
62 H 5.1199 -1.3471 1.4820  0.274
63 H 5.6751 -0.6220 0.1626  0.334
64 C 2.7957 -8.1178 0.2630  -1.443
65 C 3.3810 -7.2400 -0.8383  0.196
66 C 3.3462 -5.7397 -0.5183  -0.342
67 O 2.0769 -5.1270 -0.6597  -0.364
68 C 1.2091 -5.2739 0.4476  -0.765
69 N 2.7139 -7.5582 -2.1029  -0.720
70 H 1.7064 -8.0851 0.2730  0.287
71 H 3.0840 -9.1557 0.1053  0.360
72 H 3.1574 -7.8132 1.2471  0.344
73 H 4.4358 -7.5085 -0.9444  0.445
74 H 3.9938 -5.2279 -1.2337  0.075
75 H 3.7542 -5.5395 0.4820  0.436
76 H 1.7612 -5.2682 1.3921  0.350
77 H 0.6186 -6.1900 0.3790  0.266
78 H 0.5211 -4.4278 0.4398  0.261
79 H 3.1734 -7.0654 -2.8631  0.284
80 H 1.7790 -7.1624 -2.0721  0.307

As for the total charge: +1. As for the gap between HOMO and LUMO: 0.27726 Eh. The molecular weight is 738.35 g mol⁻¹.

***

DFT (wB97M-V/def2-TZVPD) results for a molecular structure, C27H53BrO11S.

Each line ends with the Mulliken charge.
Positions of all 93 atoms, in Å:
1 C -0.7484 2.7026 4.9800  -1.547
2 C -1.3672 2.3924 3.6350  -0.008
3 O -0.5563 1.4168 2.9560  -0.015
4 C -0.7963 1.1630 1.6721  0.005
5 Br -2.6246 1.6947 0.9939  -0.029
6 O 0.0746 1.8429 0.7362  -0.328
7 S -0.1163 1.0574 -0.6853  1.253
8 O -0.7647 1.8255 -1.6718  -0.627
9 O 1.1166 0.5267 -1.1633  -0.609
10 O -0.9594 -0.2370 -0.1532  -0.407
11 C -0.5870 -0.2889 1.2445  0.186
12 C -1.2510 -1.3813 2.0607  -1.068
13 C -2.7254 -1.7282 1.7338  -1.032
14 C -3.6598 -1.5146 2.9423  -0.384
15 C -5.1499 -1.6338 2.5572  -1.072
16 C -6.1098 -0.5937 3.1646  -0.856
17 C -5.7347 0.8703 3.0005  1.046
18 C -6.3872 1.5721 1.7791  -0.770
19 O -7.1727 0.7123 0.9692  -0.370
20 C -8.5499 0.9129 1.1899  -0.855
21 H -1.4139 3.4068 5.4738  0.463
22 H 0.1954 3.2273 4.8603  0.374
23 H -0.6462 1.8163 5.5966  0.296
24 H -2.3357 1.9490 3.8381  0.088
25 H -1.4652 3.3267 3.0956  0.456
26 H 0.4735 -0.5309 1.2217  0.423
27 H -1.1683 -1.0834 3.1028  0.419
28 H -0.6463 -2.2757 1.9609  0.565
29 H -3.0998 -1.2366 0.8429  0.633
30 H -2.7505 -2.7922 1.5063  0.291
31 H -3.4153 -2.3282 3.6240  0.388
32 H -3.4030 -0.5950 3.4665  0.378
33 H -5.4838 -2.5947 2.9497  0.351
34 H -5.2674 -1.7191 1.4793  0.503
35 H -6.1478 -0.8109 4.2321  0.412
36 H -7.1007 -0.8131 2.7800  0.355
37 H -6.0976 1.3890 3.8871  0.506
38 H -4.6687 1.0537 2.9680  -1.090
39 H -5.6183 2.0179 1.1510  0.322
40 H -6.9846 2.4085 2.1380  0.344
41 H -8.9401 1.7767 0.6459  0.320
42 H -8.7818 1.0649 2.2464  0.382
43 H -9.0900 0.0248 0.8734  0.277
44 C 2.7453 0.9341 -4.1689  -0.908
45 C 2.6115 -0.0751 -5.2790  0.841
46 O 2.6088 0.2602 -6.4451  -0.552
47 C 2.4821 -1.5223 -4.8786  -0.882
48 H 2.8306 1.9323 -4.5944  0.321
49 H 1.8666 0.8979 -3.5242  0.068
50 H 3.6388 0.7229 -3.5794  0.330
51 H 1.5926 -1.6630 -4.2617  0.333
52 H 3.3668 -1.8350 -4.3227  0.302
53 H 2.3967 -2.1379 -5.7678  0.097
54 C 3.4233 -2.7371 -8.5671  -0.236
55 C 3.8168 -4.0021 -7.8482  0.764
56 O 3.7200 -4.0977 -6.6451  -0.536
57 C 4.3358 -5.1411 -8.6910  -1.209
58 H 3.0681 -2.0046 -7.8444  -0.031
59 H 4.2871 -2.3221 -9.0906  0.062
60 H 2.6212 -2.9470 -9.2781  0.314
61 H 5.2346 -4.8289 -9.2249  0.301
62 H 3.5746 -5.4514 -9.4085  0.311
63 H 4.5804 -5.9845 -8.0487  0.334
64 C 4.2293 0.6283 -9.6322  -0.909
65 C 5.6842 0.2563 -9.7621  0.919
66 O 6.0361 -0.8931 -9.9087  -0.571
67 C 6.6881 1.3809 -9.7013  -1.171
68 H 3.6225 -0.2695 -9.6945  0.146
69 H 4.0494 1.1087 -8.6689  0.252
70 H 3.9449 1.3033 -10.4414  0.377
71 H 6.6127 1.8960 -8.7426  0.313
72 H 6.5048 2.0889 -10.5109  0.324
73 H 7.6921 0.9760 -9.8069  0.317
74 C 3.1637 -0.8171 5.1905  -1.294
75 C 2.5110 -0.2591 3.9503  0.905
76 O 1.4866 -0.7280 3.5110  -0.464
77 C 3.1892 0.9094 3.2801  -0.999
78 H 2.5733 -1.6494 5.5669  0.298
79 H 4.1677 -1.1731 4.9558  0.374
80 H 3.2215 -0.0466 5.9611  0.329
81 H 4.1945 0.6271 2.9641  0.421
82 H 3.2473 1.7530 3.9700  0.307
83 H 2.6158 1.2091 2.4050  0.119
84 C 0.1091 0.3742 8.6950  -0.969
85 C -0.8468 1.4956 9.0263  0.870
86 O -2.0424 1.3493 8.9394  -0.555
87 C -0.2444 2.8072 9.4691  -1.120
88 H -0.4569 -0.5041 8.3930  0.286
89 H 0.7648 0.6714 7.8743  0.142
90 H 0.7098 0.1231 9.5704  0.406
91 H 0.3960 3.2097 8.6822  0.289
92 H 0.3408 2.6626 10.3786  0.368
93 H -1.0411 3.5186 9.6729  0.296

As for the gap between HOMO and LUMO: 0.34183 Eh. The molecular weight is 665.68 g mol⁻¹.